ORCA calculation (ωB97M-V with the def2-TZVPD basis set) on a 2-piece molecular cluster, C3H6O2 overall.

Atoms and positions in Å:
1 C -1.2589 -1.3908 -1.1594
2 C -1.7498 -1.0742 0.0119
3 H -1.1590 -0.5715 -1.9250
4 H -1.0412 -2.4714 -1.5002
5 H -2.1607 -0.0996 0.0616
6 H -1.6778 -1.6293 0.9754
7 O 1.0799 2.5858 0.3754
8 C 1.8083 1.8339 0.9628
9 O 2.0825 0.5195 0.6023
10 H 2.4204 1.9923 1.8301
11 H 1.6563 0.3054 -0.2350

For the energy above the lowest of the compared OMol25 structures with the same formula, charge and spin, the calculation gives 36.94 kcal/mol. For the total energy, the calculation gives -267.95730 Ha. The charge is +1. Its multiplicity is 2. Its expectation value of S² is 0.753. The value obtained for the HOMO energy (alpha / beta) is -14.35 / -14.27 eV. The calculation puts the max |F| at 0.1219 hartree/bohr. The frontier orbital gap (alpha / beta) is 8.114 / 3.623 eV.